41
Properties=species:S:1:pos:R:3:forces:R:3:nbo_charge:R:1 method="wB97M-V/def2-TZVPD" gap_ev=8.1 total_energy_ha=-1472.68007 mol_weight_da=271.448 charge=0 multiplicity=1
S 5.255000 2.966437 1.179378 -0.04 0.03 -0.04 1.25
S -3.902109 -3.250773 -2.562609 0.07 -0.02 0.00 1.25
O -0.786376 -0.348608 1.441190 -0.02 0.08 -0.25 -0.54
O 5.550477 1.529894 1.427598 0.00 0.00 0.05 -0.99
O -4.208276 -2.159752 -1.600483 -0.11 -0.09 -0.08 -0.99
N 1.185678 1.811765 0.350847 0.31 -0.04 0.20 -0.85
C 3.754769 3.357521 2.078607 -0.13 -0.02 0.15 -0.85
C 6.368152 3.920153 2.222135 0.05 0.03 0.07 -0.83
C -2.289514 0.484549 -1.152972 0.38 -0.15 -0.30 -0.40
C -0.121693 -0.745648 -0.842559 -0.70 -1.05 -1.29 -0.48
C -0.563793 -0.634575 2.800626 -0.14 0.05 0.46 -0.25
C -4.704023 -2.824750 -4.114030 -0.08 -0.01 -0.07 -0.83
C -0.943135 0.388016 -1.366473 -0.45 0.30 -0.21 -0.19
C -4.985430 -4.626537 -2.158273 -0.09 -0.07 0.00 -0.83
C 0.336961 -0.573189 0.610342 0.45 -0.24 0.28 0.11
C 1.437819 0.457662 0.849601 0.03 0.62 -0.11 -0.26
H -4.608105 -3.656826 -4.811653 0.02 0.00 0.00 0.23
H 1.346656 1.848157 -0.643778 -0.21 0.08 -0.09 0.36
H 0.328963 -1.241245 2.974615 0.02 -0.07 -0.14 0.17
H -4.201130 -1.948720 -4.518032 0.03 0.00 0.04 0.24
H 0.236359 2.102669 0.540868 -0.09 -0.06 -0.09 0.37
H -0.462082 0.273734 3.402869 0.07 0.10 -0.13 0.17
H 3.854276 3.043703 3.118776 0.11 -0.02 -0.02 0.22
H 3.562611 4.429665 2.024425 0.03 0.00 -0.05 0.22
H 2.386989 0.131047 0.420804 -0.07 -0.18 -0.08 0.21
H -4.881146 -5.405286 -2.913825 0.02 0.01 0.00 0.23
H -0.766619 -1.635797 -0.843212 0.03 -0.01 0.11 0.23
H -5.754179 -2.596921 -3.931905 0.01 0.01 0.05 0.23
H 6.297938 3.565515 3.250398 -0.03 -0.04 -0.02 0.23
H 0.768179 -1.545430 0.894265 0.02 -0.03 -0.04 0.17
H 1.631429 0.552254 1.921938 -0.10 -0.26 0.06 0.19
H -6.016710 -4.277691 -2.106669 0.02 0.05 0.00 0.23
H 0.742715 -1.005289 -1.461971 0.14 0.20 0.09 0.21
H 6.102612 4.975651 2.162629 0.00 0.00 -0.02 0.22
H 2.932919 2.818684 1.605288 0.02 0.04 -0.09 0.28
H -2.983216 -0.272257 -1.517218 0.20 -0.87 1.79 0.23
H -1.424597 -1.177282 3.194150 -0.04 -0.04 -0.11 0.19
H 7.380578 3.775977 1.850788 -0.02 -0.03 -0.03 0.24
H -4.680627 -5.015495 -1.189175 0.04 0.04 0.00 0.24
H -0.457599 1.169606 -1.953628 0.44 0.80 1.46 0.18
H -2.720720 1.339411 -0.633669 -0.18 0.85 -1.57 0.19